Entry 1:
The following is a DFT calculation (ωB97M-V/def2-TZVPD) of a cluster of 3 separate species, C2H2BrCl2NO in total in a non-equilibrium geometry.

Geometry as XYZ:
```
9
Properties=species:S:1:pos:R:3
C 0.165 -0.659 0.445
C -2.736 0.163 -0.784
N -0.872 -0.309 -0.102
O 1.224 -0.998 0.770
Cl -2.999 1.486 0.177
Cl -3.727 -1.161 -0.712
Br 5.060 0.862 0.647
H -2.271 0.514 -1.684
H 6.155 0.101 1.245
```

Computed properties:
lowest unoccupied orbital energy: -1.24 eV
HOMO: -9.33 eV
gap between HOMO and LUMO: 0.2973 Ha
relative energy (zero: lowest compared OMol25 entry of this formula, charge and spin): 2.527 eV

***

Entry 2:
The following is a DFT calculation (ωB97M-V/def2-TZVPD) of a cluster of 2 separate species, C2H2BrF in total in a non-equilibrium geometry.

Geometry as XYZ:
```
6
Properties=species:S:1:pos:R:3
C 1.112 0.242 0.229
C -0.849 -0.155 -0.494
F -1.062 -1.346 0.048
Br -2.419 0.957 -0.026
H 1.730 1.097 -0.134
H 1.488 -0.795 0.376
```

Computed properties:
lowest unoccupied orbital energy (alpha / beta): -0.78 / -1.40 eV
HOMO (alpha / beta): -8.96 / -9.82 eV
gap between HOMO and LUMO (alpha / beta): 0.3004 / 0.3093 Ha
relative energy (zero: lowest compared OMol25 entry of this formula, charge and spin): 5.145 eV

***

Entry 3:
The following is a DFT calculation (ωB97M-V/def2-TZVPD) of an isolated molecule of C2H2BrFO in a non-equilibrium geometry.

Geometry as XYZ:
```
7
Properties=species:S:1:pos:R:3
C 0.088 -0.938 0.223
C -0.252 0.853 0.137
O -0.725 -1.746 0.424
F 0.781 1.387 -0.572
Br -0.268 1.628 1.986
H 1.232 -0.875 0.098
H -1.033 1.073 -0.522
```

Computed properties:
lowest unoccupied orbital energy: 0.16 eV
HOMO: -9.90 eV
gap between HOMO and LUMO: 0.3695 Ha
relative energy (zero: lowest compared OMol25 entry of this formula, charge and spin): 0.763 eV

***

Entry 4:
The following is a DFT calculation (ωB97M-V/def2-TZVPD) of a cluster of 2 separate species, C2H2BrFO in total in a non-equilibrium geometry.

Geometry as XYZ:
```
7
Properties=species:S:1:pos:R:3
C 0.584 0.700 -0.325
C 0.279 -0.552 0.433
O 1.133 1.764 -0.048
F 0.084 -1.619 -0.193
Br -2.792 -0.080 -0.013
H 0.289 0.510 -1.394
H 0.424 -0.723 1.541
```

Computed properties:
lowest unoccupied orbital energy (alpha / beta): -1.95 / -3.53 eV
HOMO (alpha / beta): -10.77 / -9.84 eV
gap between HOMO and LUMO (alpha / beta): 0.3240 / 0.2318 Ha
relative energy (zero: lowest compared OMol25 entry of this formula, charge and spin): 2.342 eV

***

Entry 5:
The following is a DFT calculation (ωB97M-V/def2-TZVPD) of a cluster of 2 separate species, C2H2BrI in total in a non-equilibrium geometry.

Geometry as XYZ:
```
6
Properties=species:S:1:pos:R:3
C -1.198 -0.486 -0.747
C -0.129 -0.041 -1.032
Br 1.440 0.260 -1.894
I 1.922 0.652 2.113
H -2.252 -0.575 -0.628
H 0.217 0.190 2.188
```

Computed properties:
lowest unoccupied orbital energy (alpha / beta): -0.55 / -5.05 eV
multiplicity: 3
expectation value of S²: 2.009
HOMO (alpha / beta): -4.35 / -8.83 eV
gap between HOMO and LUMO (alpha / beta): 0.1395 / 0.1389 Ha
relative energy (zero: lowest compared OMol25 entry of this formula, charge and spin): 4.383 eV

***

Entry 6:
The following is a DFT calculation (ωB97M-V/def2-TZVPD) of an isolated molecule of C2H2BrN in a non-equilibrium geometry.

Geometry as XYZ:
```
6
Properties=species:S:1:pos:R:3
C 0.828 0.751 -0.766
C -0.150 -1.175 0.458
N 0.275 -0.208 -0.234
Br -0.168 -3.106 -0.136
H 0.457 1.495 -1.286
H -0.420 -1.196 1.453
```

Computed properties:
lowest unoccupied orbital energy: -0.09 eV
HOMO: -8.35 eV
gap between HOMO and LUMO: 0.3035 Ha
relative energy (zero: lowest compared OMol25 entry of this formula, charge and spin): 2.668 eV

***

Entry 7:
The following is a DFT calculation (ωB97M-V/def2-TZVPD) of an isolated molecule of C2H2BrN3O in a non-equilibrium geometry.

Geometry as XYZ:
```
9
Properties=species:S:1:pos:R:3
C 0.791 -2.225 -0.044
C -0.405 -0.133 0.601
N -0.269 -2.766 0.090
N -1.474 -2.240 0.184
N -1.394 -0.979 0.347
O 1.844 -1.749 -0.182
Br -3.178 -0.128 -0.057
H -0.564 0.834 0.185
H 0.474 -0.246 1.060
```

Computed properties:
lowest unoccupied orbital energy (alpha / beta): -1.39 / -1.39 eV
HOMO (alpha / beta): -8.46 / -8.46 eV
gap between HOMO and LUMO (alpha / beta): 0.2597 / 0.2598 Ha
relative energy (zero: lowest compared OMol25 entry of this formula, charge and spin): 1.957 eV

***

Entry 8:
The following is a DFT calculation (ωB97M-V/def2-TZVPD) of a structure of composition C2H2Cl2F2O2 in a non-equilibrium geometry.

Geometry as XYZ:
```
10
Properties=species:S:1:pos:R:3
C 1.020 0.889 -0.609
C 2.485 -0.223 0.210
O 1.480 2.072 -0.976
O 0.630 0.185 -1.737
F 1.915 -1.322 0.837
F 3.048 0.495 1.217
Cl -0.075 0.981 0.800
Cl 3.594 -0.620 -1.142
H 0.973 2.445 -1.724
H -0.270 -0.039 -1.697
```

Computed properties:
lowest unoccupied orbital energy (alpha / beta): 0.45 / -3.16 eV
multiplicity: 3
expectation value of S²: 2.005
HOMO (alpha / beta): -5.59 / -11.56 eV
gap between HOMO and LUMO (alpha / beta): 0.2221 / 0.3087 Ha

***

Entry 9:
The following is a DFT calculation (ωB97M-V/def2-TZVPD) of an isolated molecule of C2H2Cl2N2 in a non-equilibrium geometry.

Geometry as XYZ:
```
8
Properties=species:S:1:pos:R:3
C -0.701 0.282 0.135
C 0.928 -0.328 -0.078
N -1.377 1.019 -0.924
N -0.917 1.612 0.039
Cl -1.724 -0.731 1.185
Cl 1.044 -1.951 0.264
H 1.701 0.234 0.590
H 1.045 -0.138 -1.211
```

Computed properties:
lowest unoccupied orbital energy: -0.09 eV
HOMO: -10.49 eV
gap between HOMO and LUMO: 0.3822 Ha
relative energy (zero: lowest compared OMol25 entry of this formula, charge and spin): 1.166 eV

***

Entry 10:
The following is a DFT calculation (ωB97M-V/def2-TZVPD) of a cluster of 2 separate species, C2H2Cl2NOP in total in a non-equilibrium geometry.

Geometry as XYZ:
```
9
Properties=species:S:1:pos:R:3
C 1.459 -1.519 0.644
C -0.661 -1.038 0.499
N 0.372 -1.837 0.057
O 1.391 -0.553 1.537
P -0.169 0.182 1.645
Cl -2.106 -1.485 -0.117
Cl -2.061 2.028 0.438
H 2.508 -1.889 0.563
H -2.816 3.005 0.038
```

Computed properties:
lowest unoccupied orbital energy: 0.05 eV
HOMO: -8.87 eV
gap between HOMO and LUMO: 0.3279 Ha
relative energy (zero: lowest compared OMol25 entry of this formula, charge and spin): 1.782 eV